Record 1
ORCA calculation (wB97M-V/def2-TZVPD) on one molecule with the formula C13H26O6 in a non-equilibrium geometry.

Last column: Löwdin charge in e.
Positions of all 45 atoms, in Å:
C: 1.470 -2.654 -3.762  -0.032
C: 1.081 -3.349 -2.433  -0.582
C: 2.392 -4.051 -1.940  -0.022
C: -0.110 -4.280 -2.588  -0.030
O: 0.808 -2.419 -1.354  -0.091
O: 0.079 -1.211 -1.754  -0.030
C: 0.267 -0.156 -0.766  -0.467
C: 1.782 0.069 -0.516  0.018
C: -0.388 -0.523 0.562  0.000
C: -1.623 0.403 0.679  -0.487
C: -2.919 -0.441 0.765  0.036
O: -1.533 1.137 1.896  -0.016
O: -0.298 1.942 2.059  -0.045
C: -0.499 3.293 2.436  -0.634
C: -1.150 4.130 1.320  -0.031
C: -1.319 3.404 3.703  -0.032
C: 0.898 3.885 2.617  -0.024
O: -1.611 1.240 -0.460  0.025
O: -0.338 1.086 -1.139  0.034
H: 2.225 -1.893 -3.645  0.078
H: 0.578 -2.231 -4.214  0.079
H: 1.843 -3.431 -4.463  0.097
H: 2.555 -4.938 -2.566  0.087
H: 3.257 -3.385 -2.069  0.084
H: 2.339 -4.343 -0.873  0.090
H: -0.244 -4.809 -1.636  0.087
H: -1.058 -3.720 -2.792  0.104
H: 0.067 -5.008 -3.366  0.078
H: 2.322 0.299 -1.454  0.095
H: 1.838 0.990 0.120  0.100
H: 2.240 -0.762 0.011  0.084
H: 0.291 -0.411 1.410  0.137
H: -0.652 -1.572 0.537  0.123
H: -2.768 -1.380 1.333  0.098
H: -3.706 0.072 1.299  0.078
H: -3.285 -0.589 -0.273  0.110
H: -1.209 5.173 1.652  0.087
H: -0.558 4.060 0.397  0.094
H: -2.195 3.829 1.165  0.087
H: -1.337 4.463 4.026  0.095
H: -0.903 2.776 4.512  0.100
H: -2.333 3.104 3.485  0.076
H: 1.427 4.046 1.675  0.090
H: 0.788 4.857 3.100  0.089
H: 1.488 3.298 3.301  0.082

Values from the calculation:
LUMO level   0.8 eV
Highest occupied orbital energy   -0.34334 hartree
F_max   2.33 eV/A
Relative energy (zero: lowest compared OMol25 entry of this formula, charge and spin)   153.7 kcal/mol
Spin multiplicity   1

***

Record 2
ORCA calculation (wB97M-V/def2-TZVPD) on C13H27Cl4I2N3Si as an isolated structure in a non-equilibrium geometry.

Last column: Löwdin charge in e.
Positions of all 50 atoms, in Å:
C: -2.011 0.545 3.375  -0.122
C: -2.209 2.103 3.027  -0.267
C: -0.930 2.755 2.343  -0.269
C: -1.133 3.149 0.812  -0.278
Si: -1.569 1.535 -0.164  0.583
C: -0.193 0.216 -0.038  -0.284
C: 0.994 0.352 -1.084  -0.284
C: 2.161 -0.722 -0.924  -0.196
C: 2.557 -1.035 0.574  -0.237
N: 3.894 -1.723 0.687  0.001
C: 4.613 -1.076 1.795  -0.510
N: 4.211 -1.141 3.023  0.121
N: 5.820 -0.270 1.540  0.065
C: -2.198 1.919 -1.928  -0.836
I: -0.646 2.799 -3.220  0.737
C: -3.008 0.721 -2.623  -0.857
C: -2.377 -0.704 -2.404  -0.210
I: -3.428 1.170 -4.717  0.716
H: -2.522 0.250 4.329  0.067
H: -2.503 -0.034 2.530  0.050
H: -0.922 0.267 3.387  0.066
H: -3.157 2.258 2.440  0.091
H: -2.365 2.606 4.029  0.099
H: -0.040 2.065 2.433  0.089
H: -0.674 3.696 2.917  0.105
H: -0.271 3.709 0.360  0.071
H: -2.058 3.803 0.713  0.084
H: -2.739 0.977 0.562  0.014
H: 0.272 0.333 0.995  0.061
H: -0.581 -0.852 -0.053  0.080
H: 0.601 0.221 -2.140  0.053
H: 1.494 1.368 -1.053  0.098
H: 1.942 -1.695 -1.459  0.069
H: 3.080 -0.261 -1.409  0.113
H: 1.749 -1.659 1.058  0.117
H: 2.583 -0.053 1.130  0.117
H: 4.465 -1.504 -0.139  0.091
H: 3.344 -1.703 3.064  0.049
H: 5.523 0.446 0.871  0.070
H: 6.543 -0.878 1.147  0.074
H: -2.961 2.755 -1.817  0.049
H: -4.016 0.703 -2.102  0.083
H: -2.910 -1.410 -3.113  0.033
H: -2.630 -1.097 -1.370  0.086
H: -1.283 -0.784 -2.636  0.058
C: -0.903 -4.825 -2.950  -2.024
Cl: -1.811 -5.823 -1.798  0.522
Cl: 0.193 -5.855 -3.890  0.525
Cl: -2.033 -4.008 -4.047  0.534
Cl: 0.040 -3.610 -2.063  0.532

Values from the calculation:
LUMO level   -0.1 eV
Highest occupied orbital energy   -0.32678 hartree
F_max   2.35 eV/A
Spin multiplicity   1

***

Record 3
ORCA calculation (wB97M-V/def2-TZVPD) on C13H27IN4O as an isolated structure in a non-equilibrium geometry.

Last column: Löwdin charge in e.
Positions of all 46 atoms, in Å:
C: 1.406 -1.128 1.848  -0.132
C: 1.464 -2.571 1.066  -0.244
C: 0.310 -2.755 -0.085  -0.217
C: 0.501 -1.817 -1.415  -0.170
C: -0.166 -0.323 -1.322  -0.155
N: -1.326 -0.192 -0.361  -0.053
C: -1.454 1.121 0.408  -0.337
N: -0.556 2.141 0.610  0.202
N: -2.799 1.252 1.089  -0.385
I: -2.393 0.137 2.824  1.019
C: -3.614 0.183 0.335  -0.277
C: -2.709 -0.555 -0.861  -0.227
C: -3.073 -2.127 -1.183  -0.106
C: -3.482 -3.006 0.158  -0.191
N: -4.682 -3.713 0.284  0.029
H: 2.524 -0.714 1.886  0.101
H: 0.997 -1.214 2.950  0.067
H: 0.780 -0.305 1.303  0.027
H: 2.562 -2.735 0.694  0.111
H: 1.253 -3.409 1.886  0.111
H: 0.369 -3.879 -0.461  0.119
H: -0.729 -2.639 0.444  0.075
H: -0.031 -2.373 -2.320  0.099
H: 1.635 -1.688 -1.757  0.140
H: 0.683 0.441 -1.000  0.129
H: -0.530 -0.050 -2.425  0.143
H: 0.461 1.851 0.732  0.100
H: -0.778 3.161 0.676  0.161
H: -3.976 -0.482 1.235  -0.006
H: -4.552 0.755 -0.070  0.133
H: -3.061 -0.025 -1.863  0.159
H: -2.250 -2.691 -1.806  0.115
H: -4.050 -2.107 -1.858  0.134
H: -2.765 -3.070 1.102  0.104
H: -4.665 -4.171 1.243  0.042
C: 4.042 2.972 -1.388  -0.106
C: 2.931 3.210 -0.352  -0.754
C: 3.386 4.290 0.643  -0.109
O: 2.756 2.086 0.321  -0.304
H: 4.982 2.640 -0.927  0.070
H: 3.747 2.217 -2.127  0.057
H: 4.257 3.897 -1.935  0.056
H: 2.091 3.649 -0.909  0.093
H: 4.302 4.008 1.180  0.070
H: 2.610 4.500 1.390  0.053
H: 3.594 5.229 0.117  0.055

Values from the calculation:
LUMO level   -2.3 eV
Highest occupied orbital energy   -0.21758 hartree
F_max   6.13 eV/A
Relative energy (zero: lowest compared OMol25 entry of this formula, charge and spin)   160.6 kcal/mol
Spin multiplicity   1

***

Record 4
ORCA calculation (wB97M-V/def2-TZVPD) on C13H27N6SSbSe4Ti as an isolated structure in a non-equilibrium geometry.

Last column: Löwdin charge in e.
Positions of all 53 atoms, in Å:
Ti: 1.615 -0.081 1.297  0.400
C: 0.901 -1.796 -2.706  -0.030
C: 0.961 -0.788 -1.565  -0.326
N: 0.700 -1.166 -0.268  -0.154
N: -0.086 -2.306 -0.139  -0.066
C: 0.276 -3.478 0.344  -0.957
N: -0.727 -4.372 0.240  0.094
S: 1.747 -3.887 1.003  0.617
C: 1.526 0.533 -1.699  -0.289
C: 1.639 1.246 -2.913  0.007
C: 1.913 2.645 -2.841  -0.079
C: 1.965 3.331 -1.671  -0.072
C: 1.834 2.560 -0.528  -0.182
N: 1.583 1.239 -0.553  -0.029
H: 1.707 -2.553 -2.593  0.100
H: 0.938 -1.321 -3.689  0.066
H: 0.007 -2.390 -2.849  0.058
H: -1.017 -2.082 -0.554  0.108
H: -1.381 -4.202 -0.488  0.094
H: -0.495 -5.234 0.622  0.057
H: 1.399 0.957 -3.978  0.124
H: 1.996 3.237 -3.688  0.081
H: 2.214 4.388 -1.553  0.115
H: 1.980 2.941 0.504  0.008
N: 1.656 -1.138 3.260  -0.095
C: 0.335 -1.101 3.967  -0.253
C: -0.783 -1.130 3.010  -0.241
N: -0.629 0.052 2.067  -0.062
H: 2.000 -2.091 3.152  0.038
H: 2.405 -0.615 3.763  0.023
H: 0.243 -0.099 4.394  0.091
H: 0.185 -1.827 4.737  0.115
H: -1.746 -1.179 3.547  0.123
H: -0.722 -2.085 2.410  0.111
H: -0.903 0.895 2.584  0.055
H: -1.319 -0.097 1.291  0.049
Se: 1.586 2.209 2.862  0.063
Se: 3.838 1.642 3.347  -0.023
Se: 4.731 1.118 1.240  -0.035
Se: 3.935 -1.017 0.798  0.042
C: -2.782 1.870 -3.037  -0.353
Sb: -2.252 0.574 -1.400  1.311
C: -1.795 2.287 -0.231  -0.346
C: -4.181 0.119 -0.466  -0.347
H: -3.446 2.669 -2.700  0.006
H: -3.304 1.321 -3.807  -0.016
H: -1.873 2.355 -3.474  0.017
H: -2.400 2.484 0.679  0.024
H: -1.606 3.137 -0.905  0.012
H: -0.773 2.122 0.198  -0.032
H: -4.929 0.700 -1.051  0.004
H: -4.209 0.331 0.611  -0.003
H: -4.455 -0.926 -0.582  -0.023

Values from the calculation:
LUMO level (spin up / spin down)   0.0 / -0.3 eV
Expectation value of S²   2.0181
Highest occupied orbital energy (spin up / spin down)   -0.22358 / -0.26269 hartree
F_max   2.94 eV/A
Relative energy (zero: lowest compared OMol25 entry of this formula, charge and spin)   16.5 kcal/mol
Spin multiplicity   3

***

Record 5
ORCA calculation (wB97M-V/def2-TZVPD) on C13H28AlFN2O2P as an isolated structure.

Last column: Löwdin charge in e.
Positions of all 48 atoms, in Å:
C: -2.879 -2.587 2.371  -0.050
C: -3.678 -1.711 2.109  -0.224
Al: -4.767 -0.113 1.567  0.100
C: -3.629 0.925 0.204  -0.405
F: -3.934 0.653 -1.164  -0.145
C: -2.159 0.616 0.429  -0.310
C: -1.710 1.013 1.847  -0.131
P: -6.848 -0.896 0.813  0.667
C: -8.096 0.471 0.631  -0.420
C: -6.739 -1.740 -0.838  -0.411
H: -2.086 -3.275 2.536  -0.011
H: -5.015 0.859 2.836  -0.088
H: -3.736 2.008 0.350  0.076
H: -1.953 -0.441 0.263  0.073
H: -1.523 1.166 -0.282  0.091
H: -2.418 1.715 2.289  0.053
H: -0.721 1.472 1.832  0.056
H: -1.653 0.136 2.486  0.049
H: -7.671 1.461 0.471  0.005
H: -8.699 0.493 1.535  -0.004
H: -8.779 0.256 -0.192  0.008
H: -5.734 -2.110 -1.026  0.011
H: -7.037 -1.101 -1.670  0.013
H: -7.408 -2.601 -0.839  -0.006
C: 1.117 -1.537 0.309  -0.352
O: 0.077 -2.160 0.267  0.017
N: 1.711 -0.973 -0.764  -0.195
C: 2.947 -0.225 -0.661  -0.079
C: 1.065 -1.125 -2.054  -0.044
H: 1.665 -1.363 1.252  0.135
H: 2.786 0.804 -0.998  0.088
H: 3.722 -0.684 -1.278  0.077
H: 3.293 -0.209 0.366  0.064
H: 0.060 -0.699 -2.028  0.091
H: 0.974 -2.181 -2.312  0.089
H: 1.656 -0.615 -2.812  0.080
C: 6.723 0.557 0.567  -0.339
O: 5.699 -0.097 0.550  0.014
N: 7.271 1.134 -0.521  -0.198
C: 8.493 1.906 -0.454  -0.063
C: 6.600 0.967 -1.800  -0.039
H: 7.297 0.738 1.491  0.133
H: 8.316 2.932 -0.784  0.089
H: 9.263 1.462 -1.088  0.088
H: 8.856 1.928 0.572  0.081
H: 5.589 1.371 -1.753  0.089
H: 6.528 -0.091 -2.055  0.094
H: 7.163 1.488 -2.570  0.084

Values from the calculation:
LUMO level   1.7 eV
Highest occupied orbital energy   -0.11309 hartree
Total charge   -1
F_max   0.96 eV/A
Spin multiplicity   1